*P*
{
  "formula": "C4H7IS",
  "method": "wB97M-V/def2-TZVPD",
  "gap_ev": 7.446,
  "elements": ["I", "S", "C", "C", "C", "C", "H", "H", "H", "H", "H", "H", "H"],
  "xyz": [[-3.5218, 0.4819, 0.2323], [-2.1115, -3.4900, -0.3048], [-1.5906, -0.1204, -0.3700], [0.8761, 0.2091, -0.3421], [-1.5347, -2.2987, 0.5317], [-0.4478, 0.5140, 0.3493], [-1.5221, -0.2872, -1.4313], [-0.5829, 1.6011, 0.4075], [-1.1025, -2.2499, 1.5114], [1.7107, 0.5283, 0.2776], [0.9716, -0.8584, -0.5284], [0.9358, 0.7336, -1.2929], [-0.4223, 0.1553, 1.3840]]
}

*Q*
{
  "formula": "C4H7IS",
  "method": "wB97M-V/def2-TZVPD",
  "smiles": "C=CC.S=CI",
  "gap_ev": 8.361,
  "elements": ["I", "S", "C", "C", "C", "C", "H", "H", "H", "H", "H", "H", "H"],
  "xyz": [[-2.5697, -0.9586, -0.1307], [-2.5124, 2.3911, -0.2055], [0.6926, -0.2952, 0.7596], [-1.8759, 0.9308, -0.5200], [0.8329, -1.3545, -0.2897], [0.9496, 0.9344, 0.4633], [1.0636, 1.7406, 1.2408], [1.3462, 1.3214, -0.4481], [1.1310, -0.9079, -1.2383], [-0.1084, -1.8845, -0.4473], [1.5395, -2.1109, 0.0746], [0.4039, -0.6199, 1.7322], [-0.8929, 0.8133, -0.9910]]
}

Stability ranking, top and bottom: *Q* is the most stable and *P* is the least stable.

*P*
{
  "formula": "C3H4N4O2",
  "method": "wB97M-V/def2-TZVPD",
  "smiles": "N/N=C\\Oc1nnco1",
  "gap_ev": 9.081,
  "elements": ["O", "O", "N", "N", "N", "N", "C", "C", "C", "H", "H", "H", "H"],
  "xyz": [[-0.0588, 0.4015, -0.6691], [0.5137, -1.4941, 0.6628], [-1.6813, 1.5048, 0.5119], [-1.7659, 2.4202, -0.5773], [1.9972, -2.2931, -0.6021], [1.6038, -1.1644, -1.2547], [-0.7253, 0.6457, 0.5639], [1.3258, -2.4795, 0.4013], [0.7063, -0.6943, -0.5655], [1.4200, -3.0150, 1.3450], [0.0750, 0.3232, 1.4233], [-2.6004, 3.0383, -0.1675], [-0.8098, 2.8069, -1.0720]]
}

*Q*
{
  "formula": "C3H4N4O2",
  "method": "wB97M-V/def2-TZVPD",
  "gap_ev": 9.401,
  "elements": ["O", "O", "N", "N", "N", "N", "C", "C", "C", "H", "H", "H", "H"],
  "xyz": [[-3.2891, 0.9376, -0.1632], [0.8559, 1.6941, -0.6546], [-1.0106, 0.5485, 0.6636], [-1.7669, -0.6827, -0.9839], [-0.1665, -0.6281, 0.3107], [-0.7301, -1.3347, -0.6718], [1.3202, -0.5425, 0.2879], [1.7492, 0.6972, -0.4328], [-2.1464, 0.3495, -0.0434], [3.0062, 0.5960, -1.0247], [1.8875, -0.4045, 1.3171], [-1.4675, 0.2465, 1.5185], [1.7579, -1.4770, -0.1233]]
}

Stability ranking, top and bottom: *P* is the most stable and *Q* is the least stable.